{"formula": "C30H53F7I2NO11P", "method": "ωB97M-V/def2-TZVPD", "symbols": ["C", "C", "O", "C", "C", "O", "C", "C", "C", "C", "F", "O", "C", "C", "C", "C", "O", "O", "C", "I", "C", "C", "C", "I", "N", "C", "C", "C", "C", "C", "O", "C", "P", "O", "H", "H", "H", "H", "H", "H", "H", "H", "H", "H", "H", "H", "H", "H", "H", "H", "H", "H", "H", "H", "H", "H", "H", "H", "H", "H", "H", "H", "H", "H", "H", "H", "H", "H", "H", "H", "H", "H", "H", "H", "H", "H", "H", "C", "C", "O", "C", "O", "C", "F", "F", "F", "H", "H", "H", "H", "H", "C", "C", "O", "C", "O", "C", "F", "F", "F", "H", "H", "H", "H", "H"], "positions_angstrom": [[0.55954, -6.58333, -0.38357], [-0.68871, -5.48577, -0.55116], [-0.24266, -4.27697, -1.26504], [-1.23071, -3.18007, -1.15231], [-0.90817, -2.21416, 0.17466], [-1.69991, -1.00086, 0.01946], [-1.50734, -0.01014, 1.08455], [-0.53067, -0.46954, 2.31352], [-0.38710, 0.62921, 3.54406], [-1.54845, 0.47574, 4.71143], [-1.71148, -0.89994, 5.23440], [-2.77646, 0.42024, 1.74978], [-3.96434, 0.11304, 0.96611], [-4.61068, -1.40067, 1.26578], [-4.03186, -2.10243, 2.62714], [-5.17523, -3.15655, 3.15960], [-5.65880, -4.02613, 2.23039], [-5.68742, -3.19806, 4.54047], [-5.14645, 1.16461, 1.52031], [-6.91051, 1.24662, 0.20223], [-5.48624, 0.98332, 3.11019], [-6.82610, 0.11557, 3.45953], [-0.99398, 1.37191, 0.28825], [1.13797, 1.77028, 0.42240], [-1.60721, 1.31137, -1.07715], [-0.67552, 1.04525, -2.21572], [-0.08203, 2.42478, -2.95498], [1.54170, 2.34048, -3.24709], [2.16925, 3.83524, -2.90238], [3.81319, 3.87335, -2.89049], [4.20925, 4.73445, -1.74232], [4.90817, 3.95581, -0.70531], [-1.85055, 2.92128, 1.11399], [-0.79982, 4.12461, 0.90028], [1.51449, -6.07989, -0.87831], [0.78941, -6.84789, 0.73352], [0.35427, -7.58332, -0.96854], [-1.56075, -6.07538, -1.10160], [-1.07220, -5.29087, 0.54582], [-1.38860, -2.56563, -2.13604], [-2.27417, -3.71308, -0.92975], [0.25669, -2.02891, 0.13873], [-1.23144, -2.88527, 1.10758], [-0.99851, -1.43616, 2.83667], [0.56078, -0.76520, 2.02008], [-0.22169, 1.73464, 3.17717], [0.63289, 0.33396, 4.09231], [-2.53607, 0.99274, 4.35247], [-1.15734, 1.13132, 5.62941], [-3.89840, 0.35503, -0.18686], [-4.21287, -2.06697, 0.35803], [-5.77713, -1.42551, 1.18538], [-3.09940, -2.76706, 2.29887], [-3.63221, -1.36785, 3.44394], [-5.26049, -4.00925, 4.99141], [-4.63800, 2.24046, 1.41642], [-5.67947, 2.08223, 3.53567], [-4.58951, 0.56294, 3.76180], [-6.54603, -0.57558, 4.39180], [-7.19562, -0.61233, 2.62345], [-7.66186, 0.84984, 3.86745], [-2.04827, 2.25660, -1.28512], [-1.34618, 0.55107, -3.07474], [0.16758, 0.24155, -2.01892], [-0.71053, 2.66783, -3.93559], [-0.24317, 3.29401, -2.18506], [1.66340, 2.17957, -4.42140], [2.08188, 1.47110, -2.67184], [1.67845, 4.61796, -3.64020], [1.78195, 4.11846, -1.81658], [4.15138, 4.40691, -3.88841], [4.21899, 2.77687, -2.80606], [4.64552, 4.44396, 0.35060], [6.07881, 4.09462, -0.88026], [4.59032, 2.82312, -0.65165], [-3.03923, 3.31468, 0.39350], [-2.01625, 2.78496, 2.53512], [3.05768, 8.44035, -6.68836], [3.20374, 7.81266, -8.06290], [4.24916, 6.82833, -8.06345], [3.92509, 5.60264, -7.53793], [2.81892, 5.32674, -7.08078], [5.10694, 4.64208, -7.64142], [6.28033, 5.20429, -7.23056], [5.31641, 4.22023, -8.92166], [4.94581, 3.51497, -6.89172], [4.01506, 8.84962, -6.34844], [2.31432, 9.24220, -6.70536], [2.74822, 7.69906, -5.94397], [3.49159, 8.58214, -8.78602], [2.26069, 7.37789, -8.41270], [3.72117, -4.80019, 5.34518], [3.84341, -6.27313, 5.69189], [3.13347, -7.07986, 4.73954], [3.77155, -7.30764, 3.54603], [4.88222, -6.86178, 3.26975], [2.93028, -8.21175, 2.64882], [1.62240, -7.82719, 2.59128], [2.92641, -9.50559, 3.08102], [3.37125, -8.24342, 1.35927], [2.66827, -4.51145, 5.25776], [4.19714, -4.18097, 6.11059], [4.19117, -4.57867, 4.38112], [3.38457, -6.45678, 6.66843], [4.89065, -6.58762, 5.76327]], "homo_lumo_gap_ev": 9.10, "largest_force_ev_per_a": 8.93, "lumo_energy_ev": -0.043, "mol_weight_g_mol": 1021.5, "e_homo_ev": -9.14, "total_energy_ha": -3692.618724}